(P)
Here is a cluster of 2 separate species, C3H8OS in total from OMol25. Energies are from ωB97M-V with the def2-TZVPD basis set.

Last column: Mulliken charge in e.
CARTESIAN COORDINATES (ANGSTROEM)
C  -2.1291  0.7229  0.0853  -0.437
S  -1.1634  -0.5996  -0.8089  -0.168
H  -1.2717  1.0529  0.7036  0.005
H  -2.5406  1.4778  -0.6480  0.284
H  -2.9923  0.2718  0.6529  0.273
H  -2.0268  -0.7115  -1.8542  0.106
C  1.8750  -0.5757  1.5998  -0.723
C  1.3847  0.3950  0.7536  -0.226
O  1.7504  0.6595  -0.5699  -0.412
H  1.8601  -0.3662  2.6861  0.238
H  2.2019  -1.5823  1.2634  0.208
H  0.6795  1.1471  1.0304  0.526
H  1.9174  -0.2248  -0.9643  0.327

Output
- Spin multiplicity: 1
- Gap between HOMO and LUMO: 9.59 eV
- E_HOMO: -8.815 eV
- Lowest unoccupied orbital energy: 0.77 eV

=====

(Q)
Here is an isolated molecule of C3H8OS from OMol25. Energies are from ωB97M-V with the def2-TZVPD basis set.

Last column: Mulliken charge in e.
CARTESIAN COORDINATES (ANGSTROEM)
C  -2.0667  0.0654  -0.1511  -0.633
C  0.0498  -1.0400  0.1467  -0.456
C  2.0565  0.8746  -0.0590  -0.693
H  -2.0168  0.6211  0.8262  0.271
H  -2.6630  0.5975  -0.9021  0.228
H  -2.5305  -0.9257  -0.0328  0.280
H  -0.2180  -2.0428  -0.0817  0.324
H  -0.0646  -0.8909  1.2288  0.349
H  2.4579  1.0138  0.9668  0.237
H  2.8622  1.2687  -0.7313  0.291
H  1.1207  1.4289  -0.2608  0.220
O  -0.7503  -0.1148  -0.6050  -0.317
S  1.7629  -0.8556  -0.3449  -0.100

Output
- Spin multiplicity: 1
- Gap between HOMO and LUMO: 9.65 eV
- E_HOMO: -8.656 eV
- Lowest unoccupied orbital energy: 0.99 eV

=====

(R)
Here is a structure of composition C3H8OS from OMol25. Energies are from ωB97M-V with the def2-TZVPD basis set.

Last column: Mulliken charge in e.
CARTESIAN COORDINATES (ANGSTROEM)
C  -1.7213  0.6255  0.0717  -0.781
C  0.4178  -1.2047  -0.0378  -0.471
C  1.2824  -0.0742  0.2983  -0.712
H  -2.8982  0.0057  -0.4219  0.247
H  -1.6869  0.2617  1.1310  0.315
H  -1.5828  2.1069  -0.1991  0.207
H  0.8628  -1.9232  -0.4209  0.544
H  0.2538  -1.6753  0.9474  0.258
H  0.8888  0.6811  0.9214  0.295
H  2.1284  -0.2499  0.9406  0.390
H  0.9938  1.6060  -1.2243  0.318
O  1.8330  0.4470  -1.0295  -0.532
S  -0.7717  -0.6067  -0.9768  -0.078

Output
- Spin multiplicity: 1
- Gap between HOMO and LUMO: 8.17 eV
- E_HOMO: -8.293 eV
- Lowest unoccupied orbital energy: -0.12 eV

=====

The structure with the greatest stability is (Q).

=====

(P)
Here is a cluster of 2 separate species, C3H8OS in total from OMol25. Energies are from ωB97M-V with the def2-TZVPD basis set.

Last column: Mulliken charge in e.
CARTESIAN COORDINATES (ANGSTROEM)
O  2.1994  -1.3678  0.3192  -0.379
C  2.4784  -0.2046  0.4830  -0.134
H  3.0758  -0.0104  1.3525  0.278
H  2.1338  0.6055  -0.1662  0.239
C  -1.1300  -0.4417  0.7870  -1.079
C  -0.8832  0.0204  -0.6827  -0.221
S  -2.0694  1.3648  -1.0118  -0.233
H  -0.9390  0.3961  1.4495  0.266
H  -2.1913  -0.6208  0.6541  0.419
H  -0.4365  -1.2654  0.8982  0.302
H  -1.0849  -0.8068  -1.3464  0.336
H  0.1498  0.3135  -0.8443  0.089
H  -1.3029  2.0171  -1.8921  0.118

Output
- Spin multiplicity: 1
- Gap between HOMO and LUMO: 9.63 eV
- E_HOMO: -9.060 eV
- Lowest unoccupied orbital energy: 0.57 eV

=====

(Q)
Here is an isolated molecule of C3H8OS from OMol25. Energies are from ωB97M-V with the def2-TZVPD basis set.

Last column: Mulliken charge in e.
CARTESIAN COORDINATES (ANGSTROEM)
C  0.2190  1.3229  -0.5288  -0.499
O  0.2432  2.4293  0.3490  -0.522
C  -0.0335  -0.0343  0.3271  -0.660
C  -0.1130  -1.2532  -0.6120  -0.580
S  0.1965  -2.7549  0.3646  -0.240
H  1.3214  1.2130  -0.6508  0.330
H  -0.3207  1.4362  -1.3818  0.407
H  0.0291  2.1232  1.2679  0.300
H  -1.1696  0.3147  0.8645  0.253
H  0.6147  0.0388  1.1998  0.423
H  -1.0295  -1.4284  -1.1290  0.359
H  0.7714  -1.1218  -1.3299  0.313
H  -0.7290  -2.2856  1.2593  0.116

Output
- Spin multiplicity: 1
- Gap between HOMO and LUMO: 10.10 eV
- E_HOMO: -9.195 eV
- Lowest unoccupied orbital energy: 0.91 eV

=====

(R)
Here is a cluster of 2 separate species, C3H8OS in total from OMol25. Energies are from ωB97M-V with the def2-TZVPD basis set.

Last column: Mulliken charge in e.
CARTESIAN COORDINATES (ANGSTROEM)
S  1.2701  0.4633  -2.9001  -0.352
H  0.2281  1.2930  -3.0207  0.162
H  1.8914  1.2581  -2.0253  0.161
C  -0.2581  -1.6821  1.3548  -0.840
C  -0.6819  -0.4586  1.5978  0.646
O  -1.5165  -0.2214  2.6666  -0.532
C  -0.2991  0.7727  0.8188  -0.768
H  0.3296  -1.8562  0.4674  0.247
H  -0.5167  -2.5158  1.9866  0.286
H  -1.2271  0.5897  3.0996  0.318
H  0.0168  0.4494  -0.1725  0.003
H  -1.1785  1.3974  0.7238  0.336
H  0.5749  1.2067  1.3136  0.332

Output
- Spin multiplicity: 1
- Gap between HOMO and LUMO: 9.72 eV
- E_HOMO: -8.985 eV
- Lowest unoccupied orbital energy: 0.74 eV

=====

The structure with the greatest stability is (R).

=====

(P)
Here is an isolated molecule of C2H3N3S from OMol25. Energies are from ωB97M-V with the def2-TZVPD basis set.

Last column: Mulliken charge in e.
CARTESIAN COORDINATES (ANGSTROEM)
C  0.5430  1.0681  -0.1507  -0.007
C  0.4109  -1.0479  -0.1622  0.001
H  -2.1996  -0.0120  1.1734  0.162
H  0.2778  2.1169  -0.1512  0.390
H  0.0285  -2.0505  -0.1518  0.404
N  -0.3830  0.0695  -0.2145  -0.101
N  1.7561  0.6302  -0.0794  -0.361
N  1.6708  -0.7719  -0.0856  -0.389
S  -2.1046  -0.0023  -0.1779  -0.098

Output
- Spin multiplicity: 1
- Gap between HOMO and LUMO: 10.48 eV
- E_HOMO: -10.173 eV
- Lowest unoccupied orbital energy: 0.31 eV

=====

(Q)
Here is an isolated molecule of C2H3N3S from OMol25. Energies are from ωB97M-V with the def2-TZVPD basis set.

Last column: Mulliken charge in e.
CARTESIAN COORDINATES (ANGSTROEM)
C  0.1361  -0.4652  -0.2824  0.441
C  -0.2257  1.5299  0.0825  0.098
H  1.4282  -1.5064  -1.9657  0.193
H  -0.5451  2.5291  0.3191  0.358
H  -0.6965  -1.1888  1.4389  0.266
N  0.2444  0.7143  -0.8733  -0.549
N  -0.6757  0.9429  1.2383  -0.542
N  -0.2536  -0.3986  0.9748  0.029
S  0.5879  -2.1571  -0.9321  -0.294

Output
- Spin multiplicity: 1
- Gap between HOMO and LUMO: 9.93 eV
- E_HOMO: -9.454 eV
- Lowest unoccupied orbital energy: 0.47 eV

=====

(R)
Here is an isolated molecule of C2H3N3S from OMol25. Energies are from ωB97M-V with the def2-TZVPD basis set.

Last column: Mulliken charge in e.
CARTESIAN COORDINATES (ANGSTROEM)
C  0.1421  0.9441  -0.2342  0.147
C  1.4805  -0.6679  -0.1112  0.020
H  -2.3508  0.0619  1.2127  0.158
H  -0.2450  2.0611  -0.1534  0.293
H  2.1598  -1.4316  -0.0756  0.402
N  -0.5926  -0.2201  -0.2041  0.395
N  1.3643  0.6429  -0.0782  -0.586
N  0.2569  -1.2159  -0.1579  -0.673
S  -2.2152  -0.1746  -0.1981  -0.157

Output
- Spin multiplicity: 1
- Gap between HOMO and LUMO: 10.51 eV
- E_HOMO: -10.027 eV
- Lowest unoccupied orbital energy: 0.49 eV

=====

(S)
Here is an isolated molecule of C2H3N3S from OMol25. Energies are from ωB97M-V with the def2-TZVPD basis set.

Last column: Mulliken charge in e.
CARTESIAN COORDINATES (ANGSTROEM)
C  -0.4387  -0.4921  0.8485  0.092
C  0.3731  0.1872  -1.6605  0.539
N  0.6552  0.8247  -0.5880  0.296
N  0.3245  0.6094  0.6841  -0.933
N  -0.9564  -0.9824  1.8905  -0.565
S  0.1909  -0.2853  -3.1328  -0.218
H  -0.6219  -1.0347  -0.1066  0.229
H  1.2556  1.6468  -0.6846  0.313
H  -0.7823  -0.4735  2.7494  0.247

Output
- Spin multiplicity: 1
- Gap between HOMO and LUMO (spin up / spin down): 6.07 / 6.07 eV
- E_HOMO (spin up / spin down): -7.742 / -7.743 eV
- Lowest unoccupied orbital energy (spin up / spin down): -1.68 / -1.68 eV

=====

The structure with the greatest stability is (P).

=====

(P)
Here is an isolated molecule of C4H3NS from OMol25. Energies are from ωB97M-V with the def2-TZVPD basis set.

Last column: Mulliken charge in e.
CARTESIAN COORDINATES (ANGSTROEM)
C  -0.2507  -0.3589  -1.6455  -0.294
C  0.0384  -0.5328  -0.2130  -0.046
C  0.0494  0.4981  0.6872  -0.239
C  0.3960  0.3571  2.1004  0.134
H  -0.3447  -1.2104  -2.2639  0.347
H  0.2351  -1.5337  0.0843  0.350
H  -0.3451  1.4864  0.3648  0.308
N  0.6170  0.1826  3.2148  -0.345
S  -0.3953  1.1117  -2.3291  -0.215

Output
- Spin multiplicity: 1
- Gap between HOMO and LUMO: 7.59 eV
- E_HOMO: -9.432 eV
- Lowest unoccupied orbital energy: -1.84 eV

=====

(Q)
Here is a structure of composition C4H3NS from OMol25. Energies are from ωB97M-V with the def2-TZVPD basis set.

Last column: Mulliken charge in e.
CARTESIAN COORDINATES (ANGSTROEM)
C  0.1734  0.2888  -0.7210  -0.054
C  -0.8775  -0.4868  -0.0105  -0.737
C  1.3724  0.3194  0.0312  -0.536
C  0.1192  -0.7927  0.9027  0.690
N  1.1706  -0.3052  1.2600  -0.326
S  -2.8213  0.5877  0.8546  -0.222
H  0.0749  0.6331  -1.6655  0.498
H  -1.4710  -1.2667  -0.5427  0.348
H  2.2594  1.0224  -0.1087  0.340

Output
- Spin multiplicity: 1
- Gap between HOMO and LUMO (spin up / spin down): 6.74 / 6.73 eV
- E_HOMO (spin up / spin down): -8.568 / -8.564 eV
- Lowest unoccupied orbital energy (spin up / spin down): -1.82 / -1.83 eV

=====

The structure with the greatest stability is (P).